Entry 1:
Density functional theory data (wB97M-V/def2-TZVPD) for a 2-piece molecular cluster, C4H8FP overall.

XYZ file:
```
14
Properties=species:S:1:pos:R:3:forces:R:3
C -0.91615 -0.04688 -0.39150 -0.3503 1.4375 0.5768
C 1.40863 -0.80311 -1.15243 -0.6574 0.7341 -0.3300
C -0.61788 -0.78468 2.46524 3.4106 -1.6664 2.8657
C -0.05691 -0.36284 -1.51641 0.6921 -2.1998 0.0740
F -1.79424 0.92393 -0.72902 0.4842 -0.7333 -0.1557
P 0.25867 0.76122 2.20579 0.0152 0.4934 -0.3305
H 1.31735 -1.70602 -0.57229 0.2956 -0.3529 0.3272
H 1.73544 0.02137 -0.46379 0.4392 -0.8896 -0.8490
H 2.10343 -1.02018 -2.04443 -1.2421 0.7146 1.3820
H -0.14836 -1.40206 3.40761 -1.4671 1.6743 -1.8062
H -1.65475 -0.68492 2.48261 -1.7103 -0.1181 0.0977
H -0.26189 -1.34980 1.63681 -0.3300 -0.7759 -0.7351
H -0.70426 -1.21114 -1.85061 0.3890 -0.5306 0.3649
H -0.12584 0.14847 -2.41435 0.0313 2.2128 -1.4817
```
Positions in Å, forces in eV/Å.

HOMO level (alpha / beta) (Ha): -0.2745 / -0.2900
LUMO level (alpha / beta) (eV): -0.713 / -0.895
Max |F| (eV/Å): 4.8
Frontier orbital gap (alpha / beta) (eV): 6.756 / 6.997
Total energy (eV): -16277.4439

Per-atom Löwdin charges, elementary charge units: number 1, C, carries -0.1045; number 2, C, carries -0.0928; number 3, C, carries -0.5951; number 4, C, carries -0.2835; number 5, F, carries -0.0208; number 6, P, carries 0.6762; number 7, H, carries 0.0497; number 8, H, carries 0.0510; number 9, H, carries 0.0988; number 10, H, carries 0.0784; number 11, H, carries -0.0159; number 12, H, carries -0.0552; number 13, H, carries 0.1371; number 14, H, carries 0.0768

***

Entry 2:
Density functional theory data (wB97M-V/def2-TZVPD) for C19H38N2NiO5 as an isolated structure.

XYZ file:
```
65
Properties=species:S:1:pos:R:3:forces:R:3
Ni 2.14777 -0.61361 1.27983 16.9242 -2.7180 7.6979
C 1.85267 -2.59468 0.66750 3.2430 -10.0331 -0.3863
O 1.40718 -1.55149 0.23535 -4.8241 -9.2056 -7.6583
O 2.43867 -2.32861 1.74990 3.9555 -1.1944 4.9449
O 1.90711 -3.74683 0.19887 -1.3245 1.4358 -0.4569
C -0.22554 -1.67262 2.04155 -1.2188 -0.1931 1.6129
C -0.23280 -0.09834 2.19925 -1.5337 -1.6882 1.0929
C -0.24235 0.20867 3.72148 -1.2068 0.4651 0.4044
C 0.20245 1.63136 4.11922 1.1103 -0.9978 0.5945
C 1.52134 1.91733 3.48474 -1.3322 1.9092 -2.4527
C 1.32157 1.91713 1.87858 1.9801 -0.0991 2.3824
N 1.02790 0.41963 1.63387 -8.0324 9.3115 2.9515
O 1.09974 0.14903 0.23290 -3.8869 11.4873 -1.9661
C 0.36907 2.98478 1.24384 -0.1197 -1.4311 0.3146
C 2.73261 2.25339 1.43998 0.5286 -0.7099 -1.3872
C -1.59565 0.33611 1.52536 2.6330 2.5628 2.3612
H -0.96408 -2.03839 2.75491 -0.4076 0.1406 0.0869
H 0.67507 -2.21149 2.33585 -0.3099 0.6125 0.3386
H -0.54803 -2.01108 1.05690 0.4401 -0.4001 1.6914
H -1.28745 0.12673 4.02004 -0.2724 0.0000 -0.2005
H 0.16060 -0.60590 4.32332 0.9528 0.2296 -0.1892
H 0.52200 1.71486 5.15798 -1.1991 -0.2474 0.5400
H -0.51808 2.40692 3.85949 -0.1028 -0.1686 0.1664
H 2.33958 1.30415 3.86237 -0.1274 -0.3767 -0.5364
H 1.80389 2.95368 3.66981 0.1101 0.1281 0.3045
H 0.17530 2.80243 0.18681 -0.1395 -0.6378 0.0774
H -0.57695 2.92406 1.78187 0.0276 0.7470 -0.2327
H 0.80658 3.97547 1.12055 0.1182 0.0189 1.0764
H 2.77814 2.02533 0.37508 0.5224 0.4481 -0.2841
H 3.02820 3.28410 1.63586 -0.5300 0.1037 -0.1897
H 3.53195 1.69018 1.92159 -0.1986 -0.4931 0.1604
H -2.38691 -0.27298 1.96241 0.0993 0.0032 -0.4365
H -1.43132 0.20141 0.45626 1.0588 1.9103 4.0298
H -1.83321 1.39394 1.63782 -0.0882 0.0998 0.6510
H 0.62577 0.87512 -0.17910 2.1797 2.8832 1.7963
C -0.04409 1.21430 -1.65009 -0.5828 0.4667 -1.7664
C -0.28523 0.41006 -2.93838 0.2260 -2.4927 0.5297
C 0.99455 -0.64782 -3.09155 -0.9300 3.1039 -0.4532
C 0.99365 -1.85119 -2.24918 -1.4760 -0.3426 -1.5552
C -0.42285 -2.53434 -2.18688 0.4430 1.0440 1.4066
C -1.67601 -1.52578 -1.91575 2.0634 -1.8098 0.4286
N -1.53537 -0.38754 -2.85393 1.8989 -2.3155 -0.5655
O -2.65978 0.38288 -2.83949 -1.2416 1.5270 0.0867
C -2.95298 -2.36448 -2.20436 0.2962 2.1564 -0.0763
C -1.65646 -1.12616 -0.40704 -0.6398 -1.5265 -4.1855
C -0.31077 1.29878 -4.16998 0.4656 0.2822 -0.6960
H -0.83112 1.92967 -1.41149 -0.0588 0.1210 -0.3357
H 0.09216 0.53826 -0.80597 -3.9721 -0.8729 -4.8230
H 0.91537 1.69578 -1.83906 -0.0101 0.5443 0.3416
H 1.18315 -0.80159 -4.15403 -0.3793 -0.2344 -0.0810
H 1.81845 -0.02014 -2.75195 0.4496 0.2395 -0.2106
H 1.81050 -2.49047 -2.58408 -0.3079 -0.5176 -0.1221
H 1.25542 -1.62214 -1.21617 -0.4300 0.0846 -1.8302
H -0.09611 -3.00805 -1.26118 -1.5294 -1.0385 0.3852
H -0.75621 -3.30137 -2.88590 0.5895 0.2409 -0.3717
H -3.22905 -2.94035 -1.32102 0.4345 -0.7243 -0.5299
H -2.81966 -2.82685 -3.18239 -0.3349 -0.5881 0.3632
H -3.76845 -1.64501 -2.27835 -0.2213 0.0054 -0.2212
H -1.99420 -0.10172 -0.25028 -2.2305 -2.2409 -3.7417
H -0.66435 -1.22268 0.03398 -0.4960 0.6655 -1.6600
H -2.26659 -1.79803 0.19663 -0.3182 0.2307 -0.1129
H 0.35474 2.14873 -4.01902 -0.0868 0.1926 0.0621
H 0.09011 0.80635 -5.05592 0.0949 -0.3962 0.1387
H -1.26626 1.67850 -4.53185 -0.2109 0.0919 0.6759
H -2.90533 0.36257 -3.76733 -0.5338 0.2007 0.0204
```
Positions in Å, forces in eV/Å.

HOMO level (alpha / beta) (Ha): -0.2777 / -0.2961
LUMO level (alpha / beta) (eV): 0.220 / -0.012
Max |F| (eV/Å): 18.8
Spin multiplicity: 3
Frontier orbital gap (alpha / beta) (eV): 7.778 / 8.046
Total energy (eV): -74559.5134
<S²>: 2.0090

Per-atom Löwdin charges, elementary charge units: number 1, Ni, carries 0.7829; number 2, C, carries -0.9403; number 3, O, carries -0.2247; number 4, O, carries -0.0388; number 5, O, carries 0.0787; number 6, C, carries -0.0149; number 7, C, carries -0.3564; number 8, C, carries -0.1021; number 9, C, carries -0.1754; number 10, C, carries -0.1365; number 11, C, carries -0.3858; number 12, N, carries -0.1437; number 13, O, carries -0.1582; number 14, C, carries 0.0221; number 15, C, carries -0.0567; number 16, C, carries -0.0184; number 17, H, carries 0.1100; number 18, H, carries 0.0895; number 19, H, carries 0.0623; number 20, H, carries 0.1160; number 21, H, carries 0.1265; number 22, H, carries 0.1179; number 23, H, carries 0.1118; number 24, H, carries 0.1284; number 25, H, carries 0.1209; number 26, H, carries 0.0599; number 27, H, carries 0.0676; number 28, H, carries 0.0993; number 29, H, carries 0.0876; number 30, H, carries 0.1009; number 31, H, carries 0.0880; number 32, H, carries 0.1175; number 33, H, carries -0.0257; number 34, H, carries 0.0863; number 35, H, carries -0.0081; number 36, C, carries -0.0245; number 37, C, carries -0.3983; number 38, C, carries -0.0998; number 39, C, carries -0.1762; number 40, C, carries -0.0462; number 41, C, carries -0.3889; number 42, N, carries -0.1393; number 43, O, carries -0.0194; number 44, C, carries -0.0269; number 45, C, carries -0.0712; number 46, C, carries -0.0302; number 47, H, carries 0.1145; number 48, H, carries 0.0285; number 49, H, carries 0.1112; number 50, H, carries 0.1040; number 51, H, carries 0.1066; number 52, H, carries 0.1309; number 53, H, carries 0.0389; number 54, H, carries 0.0947; number 55, H, carries 0.1009; number 56, H, carries 0.0831; number 57, H, carries 0.0814; number 58, H, carries 0.0691; number 59, H, carries 0.0593; number 60, H, carries 0.0446; number 61, H, carries 0.1204; number 62, H, carries 0.0843; number 63, H, carries 0.0775; number 64, H, carries 0.0766; number 65, H, carries 0.1062

***

Which relative energy (zero: lowest compared OMol25 entry of this formula, charge and spin) belongs to each record? In order, 118.8; 367.0 kcal per mole.